[1]
Formula: C5H37NO13
Source: the Open Molecules 2025 dataset
Level of theory: ωB97M-V/def2-TZVPD

Output
ΔE to the lowest compared entry with this formula, charge and spin, eV: 3.4112
HOMO energy, hartree: -0.36491
DFT total energy, eV: -33892.575

Each line ends with the natural charge from an NBO analysis.
Cartesian coordinates (Å):
C (2.77, 1.00, -0.49)  -0.437
C (1.66, 1.13, -1.53)  -0.087
O (0.91, 2.33, -1.38)  -0.783
C (2.38, 1.08, 1.04)  -0.236
N (2.29, -0.23, 1.71)  -0.470
C (1.73, -0.06, 3.07)  -0.425
C (3.62, -0.90, 1.82)  -0.423
H (3.49, 1.81, -0.57)  0.216
H (3.19, 0.02, -0.70)  0.200
H (1.09, 0.22, -1.73)  0.211
H (2.16, 1.33, -2.49)  0.190
H (0.11, 2.25, -0.86)  0.501
H (3.06, 1.80, 1.53)  0.176
H (1.37, 1.51, 1.06)  0.210
H (1.57, -1.06, 3.49)  0.204
H (2.32, 0.65, 3.65)  0.187
H (0.68, 0.24, 2.97)  0.208
H (4.32, -0.49, 2.54)  0.193
H (3.38, -1.96, 1.91)  0.185
H (3.97, -0.72, 0.80)  0.203
H (1.68, -3.37, 1.75)  0.483
H (0.37, -3.21, 0.78)  0.507
O (0.87, -3.81, 1.40)  -0.978
H (-1.21, 2.37, -3.05)  0.521
H (-2.77, 2.30, -2.95)  0.480
O (-1.96, 1.76, -2.95)  -1.013
H (1.74, -2.44, -0.84)  0.501
H (1.27, -1.23, 0.24)  0.529
O (1.06, -1.95, -0.39)  -1.023
H (0.08, -0.79, -4.70)  0.488
H (-0.66, 0.51, -5.05)  0.472
O (0.21, 0.02, -5.23)  -0.960
H (-1.88, -1.96, 3.81)  0.484
H (-2.35, -2.06, 5.17)  0.458
O (-2.60, -1.61, 4.37)  -0.950
H (-3.98, -2.32, 0.09)  0.469
H (-5.33, -1.71, 0.43)  0.484
O (-4.78, -1.95, -0.31)  -0.944
H (-2.01, 4.46, 1.97)  0.462
H (-2.52, 3.33, 1.03)  0.492
O (-2.80, 4.12, 1.55)  -0.973
H (-0.22, -2.00, -1.76)  0.490
H (-1.28, -1.07, -2.35)  0.482
O (-0.52, -1.60, -2.60)  -0.993
H (-1.77, -4.48, 2.68)  0.480
H (-0.65, -3.53, 2.25)  0.490
O (-1.45, -3.58, 2.84)  -0.994
H (-2.72, 0.35, -1.93)  0.508
H (-3.05, -0.83, -0.89)  0.497
O (-2.51, -0.06, -1.09)  -1.010
H (-1.72, 1.24, 0.56)  0.501
H (-1.78, 1.87, -0.74)  0.504
O (-1.45, 2.08, 0.15)  -0.977
H (0.38, 3.56, -2.58)  0.514
H (0.39, 3.95, -4.13)  0.489
O (-0.17, 3.68, -3.40)  -0.992


[2]
Formula: C5H37NO14S
Source: the Open Molecules 2025 dataset
Level of theory: ωB97M-V/def2-TZVPD

Output
ΔE to the lowest compared entry with this formula, charge and spin, eV: 4.3751
HOMO energy, hartree: -0.34036
DFT total energy, eV: -46773.000

Each line ends with the natural charge from an NBO analysis.
Cartesian coordinates (Å):
C (0.31, -0.12, -0.94)  -0.565
C (0.06, -1.25, 0.08)  -0.431
C (0.90, -2.59, -0.02)  -0.455
S (1.31, -3.06, -1.90)  -0.131
C (1.72, 0.40, -1.08)  0.717
N (1.91, 1.81, -0.84)  -0.633
C (0.83, 2.44, -0.15)  -0.445
O (2.61, -0.44, -1.25)  -0.655
H (-0.03, -0.35, -1.98)  0.262
H (-0.53, 0.57, -0.81)  0.252
H (-0.10, -0.79, 1.07)  0.228
H (-0.90, -1.56, -0.28)  0.175
H (1.75, -2.42, 0.62)  0.218
H (0.13, -3.41, 0.36)  0.226
H (2.55, -2.45, -1.98)  0.188
H (2.89, 2.10, -0.52)  0.388
H (0.47, 2.02, 0.85)  0.219
H (1.20, 3.39, 0.22)  0.209
H (-0.10, 2.63, -0.66)  0.194
H (3.91, -1.42, 3.02)  0.510
H (3.31, -2.93, 3.20)  0.484
O (2.98, -2.00, 3.04)  -0.986
H (3.38, -1.19, 1.36)  0.496
H (4.39, -0.60, 0.34)  0.494
O (4.34, -0.89, 1.28)  -0.996
H (-2.19, -1.36, -3.83)  0.503
H (-1.27, -2.46, -3.32)  0.471
O (-1.48, -2.01, -4.15)  -0.977
H (-1.64, -0.81, 3.92)  0.511
H (-1.26, -1.66, 2.54)  0.501
O (-1.00, -1.03, 3.16)  -0.980
H (-1.37, 2.35, -2.60)  0.462
H (-1.16, 1.29, -3.66)  0.506
O (-1.71, 1.50, -2.76)  -0.971
H (-3.15, 3.14, 0.57)  0.490
H (-3.36, 2.07, 1.86)  0.524
O (-3.69, 2.48, 1.02)  -1.003
H (0.71, 0.49, 3.74)  0.498
H (1.72, 0.85, 2.62)  0.473
O (1.12, 1.22, 3.19)  -0.961
H (-3.18, 0.89, -0.12)  0.523
H (-2.26, -0.37, -0.31)  0.476
O (-3.09, -0.04, -0.17)  -0.972
H (4.02, 3.16, 0.62)  0.457
H (4.77, 1.78, 0.96)  0.482
O (4.56, 2.71, 1.28)  -0.932
H (-4.12, -0.74, 2.86)  0.471
H (-3.60, -0.42, 1.39)  0.505
O (-3.38, -0.73, 2.29)  -1.011
H (0.95, -0.48, -3.91)  0.471
H (-0.29, -0.64, -4.74)  0.499
O (0.46, -0.04, -4.65)  -0.975
H (-4.07, -0.30, -2.60)  0.488
H (-3.34, -1.26, -1.85)  0.480
O (-3.70, -1.26, -2.80)  -0.952
H (-1.28, 0.51, 2.12)  0.499
H (-0.66, 1.76, 2.42)  0.470
O (-1.33, 1.51, 1.94)  -0.987


[3]
Formula: C5H38IN4O16P3Sb
Source: the Open Molecules 2025 dataset
Level of theory: ωB97M-V/def2-TZVPD

Output
Net charge: -1
HOMO energy, hartree: -0.15181
DFT total energy, eV: -87022.012

Each line ends with the natural charge from an NBO analysis.
Cartesian coordinates (Å):
C (0.98, -0.49, 3.07)  -0.414
C (0.07, -0.80, 2.18)  -0.565
Sb (0.30, 0.13, 0.16)  1.197
C (0.48, 1.34, -1.71)  -0.486
O (0.07, 2.73, -1.51)  -0.472
N (1.15, 3.52, -1.10)  0.409
O (1.74, 3.95, -2.02)  -0.288
C (-0.16, -1.77, -0.84)  -0.826
C (0.20, -2.02, -2.31)  0.397
N (1.52, -1.64, -2.79)  -0.910
N (0.10, -3.50, -2.48)  -0.840
N (-0.78, -1.51, -3.28)  -0.836
P (2.81, -0.45, 0.11)  -0.391
P (3.25, -2.47, 0.67)  2.042
O (4.64, -2.49, 1.12)  -1.120
O (2.35, -3.14, 1.85)  -0.980
O (3.15, -3.51, -0.61)  -0.986
P (-2.19, 0.85, 0.29)  0.393
O (-3.20, -0.52, 0.35)  -1.045
I (-2.42, 1.76, 2.57)  -0.194
H (1.57, -1.23, 3.58)  0.212
H (1.21, 0.56, 3.27)  0.185
H (-0.74, -1.50, 2.37)  0.198
H (0.78, 1.61, 1.01)  -0.207
H (-0.13, 0.99, -2.55)  0.202
H (1.52, 1.31, -2.02)  0.192
H (0.31, -2.54, -0.22)  0.204
H (-1.23, -1.96, -0.74)  0.222
H (1.61, -0.70, -3.16)  0.367
H (2.30, -1.95, -2.24)  0.400
H (0.68, -3.79, -3.26)  0.360
H (0.41, -3.98, -1.65)  0.342
H (-0.36, -0.81, -3.88)  0.356
H (-1.61, -1.16, -2.82)  0.358
H (3.35, 0.31, 1.16)  0.070
H (1.83, -3.89, 1.52)  0.485
H (2.37, -4.07, -0.50)  0.484
H (-3.40, -0.84, -0.54)  0.491
O (-0.76, -5.51, -0.57)  -0.945
H (-1.47, -5.05, -0.12)  0.479
H (-1.02, -6.44, -0.54)  0.471
O (-2.97, 4.45, 5.44)  -0.941
H (-3.00, 3.86, 4.67)  0.477
H (-3.64, 5.11, 5.25)  0.464
O (4.59, 2.15, 1.08)  -0.935
H (5.31, 1.75, 1.59)  0.472
H (5.03, 2.80, 0.52)  0.469
O (-1.07, 3.58, -4.26)  -0.946
H (-1.37, 4.49, -4.15)  0.462
H (-0.35, 3.48, -3.62)  0.478
O (2.27, 6.49, 0.40)  -0.933
H (2.21, 5.88, -0.34)  0.473
H (1.62, 7.17, 0.21)  0.459
O (-5.96, 0.61, 3.63)  -0.948
H (-5.25, 0.79, 2.99)  0.482
H (-5.88, -0.34, 3.79)  0.462
O (-5.92, -1.61, -0.05)  -0.956
H (-5.19, -1.03, 0.20)  0.484
H (-6.46, -1.67, 0.75)  0.465
O (0.57, -1.65, 5.55)  -0.928
H (0.44, -0.79, 5.95)  0.471
H (0.95, -2.19, 6.25)  0.461
O (-1.58, 5.27, 0.15)  -0.928
H (-1.23, 4.80, -0.62)  0.471
H (-1.01, 6.04, 0.24)  0.457
O (2.01, -2.93, -6.15)  -0.952
H (2.86, -3.33, -5.96)  0.463
H (1.78, -2.48, -5.33)  0.485


[4]
Formula: C5H38N2O13
Source: the Open Molecules 2025 dataset
Level of theory: ωB97M-V/def2-TZVPD

Output
ΔE to the lowest compared entry with this formula, charge and spin, eV: 4.6861
HOMO energy, hartree: -0.30574
DFT total energy, eV: -35397.687

Each line ends with the natural charge from an NBO analysis.
Cartesian coordinates (Å):
N (-0.44, 1.43, 1.66)  -0.876
C (-1.63, 0.71, 1.18)  -0.068
C (-1.19, -0.54, 0.43)  -0.487
C (-0.89, -0.34, -1.05)  -0.179
C (-0.46, 0.79, -1.59)  -0.431
C (-2.48, 0.41, 2.43)  -0.208
N (-3.69, -0.32, 2.02)  -0.890
H (-0.08, 0.90, 2.45)  0.366
H (0.30, 1.41, 0.98)  0.378
H (-2.28, 1.24, 0.47)  0.175
H (-2.09, -1.18, 0.33)  0.212
H (-0.43, -1.22, 0.76)  0.269
H (-1.18, -1.15, -1.72)  0.187
H (-0.32, 1.69, -0.97)  0.181
H (-0.13, 1.03, -2.59)  0.203
H (-2.92, 1.34, 2.83)  0.182
H (-1.91, -0.06, 3.23)  0.192
H (-4.00, -0.11, 1.10)  0.358
H (-4.02, -1.15, 2.47)  0.388
H (3.03, 2.31, 1.17)  0.493
H (3.83, 1.15, 0.97)  0.475
O (3.46, 1.64, 1.73)  -0.965
H (-3.63, 3.02, -1.35)  0.469
H (-3.94, 1.68, -1.76)  0.476
O (-3.19, 2.29, -1.82)  -0.939
H (3.37, 0.75, -1.92)  0.485
H (4.74, 0.51, -1.36)  0.485
O (3.87, 0.85, -1.09)  -0.962
H (2.32, -0.19, 0.76)  0.483
H (1.93, 0.03, -0.67)  0.476
O (1.58, -0.33, 0.15)  -0.953
H (-2.40, -2.62, -2.60)  0.481
H (-3.15, -1.82, -1.56)  0.459
O (-2.90, -2.73, -1.78)  -0.932
H (0.08, -1.82, 3.05)  0.467
H (0.12, -3.20, 2.51)  0.489
O (-0.47, -2.43, 2.54)  -0.949
H (2.98, 0.36, 3.31)  0.502
H (1.80, 0.04, 4.30)  0.473
O (2.17, -0.15, 3.43)  -0.975
H (0.20, -2.57, -2.19)  0.489
H (0.70, -3.42, -3.37)  0.473
O (-0.07, -2.94, -3.04)  -0.964
H (1.04, 4.19, -0.67)  0.471
H (0.29, 3.32, 0.25)  0.503
O (1.03, 3.27, -0.38)  -0.975
H (1.62, -4.27, 0.15)  0.492
H (0.37, -4.95, 0.66)  0.470
O (1.22, -4.62, 0.97)  -0.976
H (0.98, 2.81, -3.71)  0.476
H (2.37, 2.57, -3.21)  0.465
O (1.69, 2.16, -3.77)  -0.936
H (-1.90, 3.61, -1.09)  0.486
H (-1.93, 3.14, 0.40)  0.487
O (-1.77, 3.90, -0.17)  -0.968
H (1.61, -2.46, -0.20)  0.523
H (2.54, -2.40, -1.51)  0.489
O (2.02, -2.95, -0.93)  -0.996